1.
This record from the Open Molecules 2025 dataset describes a gas-phase ion, C6H5ClNO2 (charge +1). The level of theory is wB97M-V/def2-TZVPD.

## Properties
energy relative to the best compared isomer or geometry (same formula, charge and spin)	3.2	kcal/mol
highest occupied orbital energy	-0.5418	Eh
structure (SMILES)	O=C(O)c1cc[nH+]cc1Cl
charge	+1
2S+1	1

Each line ends with the Mulliken charge.
Atoms and positions in Å:
Cl (0.7704, -2.5441, 0.8095)  -0.1035
O (-1.5942, -1.8219, -1.6773)  -0.4003
O (0.4558, -1.6103, -2.5706)  -0.4230
N (0.5220, 1.3254, 1.4307)  0.0166
C (0.0271, 1.8371, 0.3078)  -0.4515
C (-0.3391, -1.3204, -1.7234)  0.2202
C (-0.0056, -0.3526, -0.5714)  0.0421
C (-0.2477, 1.0035, -0.7402)  -0.2272
C (0.7810, 0.0353, 1.6231)  -0.2612
C (0.5066, -0.8561, 0.6239)  0.6391
H (1.2063, -0.3224, 2.5551)  0.4147
H (0.7098, 1.9602, 2.2014)  0.2860
H (-1.9743, -1.6229, -0.8096)  0.3818
H (-0.1582, 2.9012, 0.2078)  0.4078
H (-0.6599, 1.3879, -1.6668)  0.4582



2.
This record from the Open Molecules 2025 dataset describes a single C6H5ClO4 molecule. The level of theory is wB97M-V/def2-TZVPD.

## Properties
energy relative to the best compared isomer or geometry (same formula, charge and spin)	0.0	kcal/mol
highest occupied orbital energy	-0.3475	Eh
structure (SMILES)	O=c1occcc1C(O)(O)Cl
2S+1	1

Each line ends with the Mulliken charge.
Atoms and positions in Å:
Cl (-1.7688, -2.3050, 0.6076)  -0.2115
O (2.1686, 0.0764, 0.1203)  -0.3386
O (-1.1285, -1.4600, -1.8005)  -0.5634
O (-2.5792, -0.1805, -0.6129)  -0.5428
O (1.3764, -1.7532, -0.9428)  -0.6583
C (-0.3570, 1.0026, 0.7096)  -0.2176
C (1.1142, -0.7397, -0.3547)  0.6129
C (0.8209, 1.7054, 1.1930)  -0.6622
C (-0.1141, -0.1993, 0.0294)  -0.0412
C (2.0281, 1.1359, 0.8196)  0.0748
C (-1.3876, -0.9753, -0.5607)  0.5639
H (-1.3683, 1.1712, 0.8472)  0.6401
H (-0.1952, -1.9338, -1.7252)  0.4123
H (2.9715, 1.5961, 1.3272)  0.2882
H (-2.4750, 0.2194, -1.4660)  0.3362
H (0.8939, 2.6397, 1.8091)  0.3073



3.
This record from the Open Molecules 2025 dataset describes a gas-phase ion, C6H5F3P (charge +1). The level of theory is wB97M-V/def2-TZVPD.

## Properties
highest occupied orbital energy (spin up / spin down)	-0.3978 / -0.5453	Eh
expectation value of S²	2.024
charge	+1
2S+1	3

Each line ends with the Mulliken charge.
Atoms and positions in Å:
P (-1.2088, 1.8262, 2.6854)  1.0817
F (-2.6620, 2.3917, 2.6077)  -0.1864
F (-0.4630, 3.1019, 3.1244)  -0.1900
F (-1.0968, 1.0595, 4.0449)  -0.1923
C (-0.6528, -0.5344, 1.2806)  -0.4511
C (0.5907, 0.7440, -0.7917)  -0.3439
C (-0.2237, -1.2482, 0.1814)  -0.2191
C (0.3197, -0.6126, -0.9277)  -0.5546
C (-0.5481, 0.9113, 1.3151)  0.3866
C (0.0043, 1.5171, 0.1839)  -0.3008
H (0.0172, 2.5561, 0.2593)  0.4082
H (-0.4628, -2.3918, 0.0714)  0.3000
H (-1.0256, -0.8987, 2.1841)  0.4366
H (1.0543, 1.4138, -1.5148)  0.3741
H (0.5706, -1.2577, -1.6873)  0.4509



4.
This record from the Open Molecules 2025 dataset describes a single C6H5FO molecule. The level of theory is wB97M-V/def2-TZVPD.

## Properties
energy relative to the best compared isomer or geometry (same formula, charge and spin)	83.3	kcal/mol
highest occupied orbital energy	-0.3412	Eh
structure (SMILES)	C#C/C(C=O)=C(\C)F
2S+1	1

Each line ends with the Mulliken charge.
Atoms and positions in Å:
F (1.5655, -1.5425, 0.1011)  -0.2698
O (-2.5783, -0.8566, 0.1981)  -0.4765
C (2.2519, 0.7022, 0.0106)  -0.9473
C (-0.6673, 1.2624, -0.0840)  -0.3786
C (1.1013, -0.2594, -0.0164)  0.4337
C (-0.2121, -0.1520, -0.0578)  0.2936
C (-0.8855, 2.5146, -0.0319)  -0.1069
C (-1.3742, -1.2641, -0.1994)  -0.0526
H (2.7210, 0.5603, 0.9960)  0.2807
H (-1.0620, 3.7021, 0.2597)  0.3143
H (2.8043, 0.3115, -0.8421)  0.2949
H (1.8783, 1.6527, -0.1222)  0.3109
H (-1.0888, -2.3135, -0.5131)  0.3037



5.
This record from the Open Molecules 2025 dataset describes a molecular structure, C6H5HfN2O5S. The level of theory is wB97M-V/def2-TZVPD.

## Properties
highest occupied orbital energy	-0.8135	Eh
charge	+3
2S+1	1

Each line ends with the Mulliken charge.
Atoms and positions in Å:
Hf (-0.0496, -1.0165, 0.7182)  0.6543
S (0.4395, -2.1339, 2.9008)  -0.2474
O (0.2441, 2.2515, -2.2632)  -0.0952
O (-2.9010, 0.7961, 0.3213)  -0.0322
O (-0.0996, 2.4260, 0.9223)  -0.0545
O (-0.2943, -2.4218, -0.7498)  -0.2818
O (2.5618, 0.8123, -0.4867)  -0.0728
N (-1.1312, -0.5452, 4.3750)  -0.3390
N (0.9769, 0.2855, 3.9478)  -0.3038
C (0.4604, -1.5054, -1.2886)  0.1132
C (-1.9569, 0.1266, 0.4763)  0.4280
C (1.7308, 0.1499, 0.0105)  0.4689
C (0.0423, -0.6576, 3.7245)  0.6061
C (-0.4056, 1.2974, -2.1871)  0.1848
C (-0.0890, 1.2574, 0.9142)  0.4249
H (1.9002, 0.1863, 3.5280)  0.2904
H (0.9741, -1.4463, -2.2591)  0.4604
H (-1.8442, -1.2543, 4.2291)  0.2779
H (0.8183, 1.0965, 4.5495)  0.2579
H (-1.3676, 0.2570, 4.9555)  0.2598



6.
This record from the Open Molecules 2025 dataset describes a single C6H5IN2 molecule. The level of theory is wB97M-V/def2-TZVPD.

## Properties
energy relative to the best compared isomer or geometry (same formula, charge and spin)	23.5	kcal/mol
highest occupied orbital energy	-0.2931	Eh
2S+1	1

Each line ends with the Mulliken charge.
Atoms and positions in Å:
I (-1.0784, 3.3782, -0.6399)  -0.0563
N (-1.5730, 0.0057, -0.6199)  0.0266
N (1.7538, -0.5014, 0.4409)  -0.5223
C (-1.5935, -1.3193, -0.3854)  -0.3400
C (2.2899, 0.5571, 0.8710)  -0.2626
C (-0.3781, -1.7290, 0.1125)  -0.8045
C (-0.3189, 0.5177, -0.3368)  0.2242
C (0.2557, 1.7529, -0.4758)  -0.8112
C (0.4535, -0.6012, 0.1406)  0.9536
H (1.7157, 1.4078, 1.2476)  0.2841
H (-2.3074, 0.5462, -1.0494)  0.1887
H (-2.4626, -1.9141, -0.5927)  0.4192
H (-0.1241, -2.7234, 0.4180)  0.4047
H (3.3673, 0.6227, 0.8694)  0.2958



7.
This record from the Open Molecules 2025 dataset describes a single C6H5IO2 molecule. The level of theory is wB97M-V/def2-TZVPD.

## Properties
energy relative to the best compared isomer or geometry (same formula, charge and spin)	62.6	kcal/mol
highest occupied orbital energy	-0.3060	Eh
structure (SMILES)	Ic1cccocco1
2S+1	1

Each line ends with the Mulliken charge.
Atoms and positions in Å:
I (3.8432, -0.1450, 0.0091)  0.1063
O (1.2356, 1.0893, -0.0396)  -0.4064
O (-1.8615, 0.4621, 0.0592)  -0.3795
C (1.0456, -1.4205, -0.0358)  -0.1001
C (-1.4762, -0.8267, 0.0487)  -0.1485
C (-1.2392, 1.6442, 0.0187)  -0.1624
C (1.7775, -0.3051, -0.0292)  0.0132
C (0.0325, 2.0208, -0.0214)  -0.1454
C (-0.3693, -1.5978, -0.0102)  -0.2532
H (-0.6267, -2.6503, -0.0260)  0.2117
H (0.4113, 3.0172, -0.0521)  0.4015
H (1.6146, -2.3399, -0.0505)  0.2734
H (-2.4068, -1.3838, 0.0987)  0.2889
H (-1.9806, 2.4356, 0.0305)  0.3005



8.
This record from the Open Molecules 2025 dataset describes a molecular structure, C6H5LuN2O6. The level of theory is wB97M-V/def2-TZVPD.

## Properties
energy relative to the best compared isomer or geometry (same formula, charge and spin)	71.4	kcal/mol
highest occupied orbital energy (spin up / spin down)	-0.6107 / -0.6123	Eh
charge	+2
2S+1	1

Each line ends with the Mulliken charge.
Atoms and positions in Å:
Lu (0.4248, -1.5539, 0.6046)  1.3028
O (0.1144, -0.3470, -2.9133)  -0.1217
O (3.3748, 0.3283, -0.8566)  -0.2100
O (-1.1904, 3.0667, 2.3923)  -0.1344
O (-1.7850, 1.6556, -0.2877)  -0.0987
O (-1.4519, -2.1439, 0.3399)  -0.3698
O (1.3770, 2.7095, -0.1361)  -0.2013
N (-3.5908, -2.0591, 1.0882)  -0.3498
N (-2.9644, -3.6405, -0.4897)  -0.3681
C (-0.0823, 2.9915, 2.6345)  0.1378
C (1.3978, 1.5218, -0.2497)  0.6831
C (-2.6566, -2.6201, 0.3225)  0.7910
C (2.2555, 0.6846, -0.7242)  -0.0690
C (0.2729, -0.7294, -1.8257)  0.2665
C (-1.0108, 0.8552, -0.0010)  0.0743
H (-3.3225, -1.2544, 1.6585)  0.2234
H (-4.5593, -2.3839, 1.0767)  0.2307
H (-3.9067, -4.0012, -0.5512)  0.2219
H (0.3843, -3.2238, 1.3573)  -0.2436
H (-2.2288, -3.9944, -1.1092)  0.2347



9.
This record from the Open Molecules 2025 dataset describes a single C6H5N molecule. The level of theory is wB97M-V/def2-TZVPD.

## Properties
energy relative to the best compared isomer or geometry (same formula, charge and spin)	69.3	kcal/mol
highest occupied orbital energy	-0.3510	Eh
structure (SMILES)	N#CC1C=CC=C1
2S+1	1

Each line ends with the Mulliken charge.
Atoms and positions in Å:
N (-2.8422, -0.4957, 0.1048)  -0.4808
C (-1.7232, -0.1922, 0.6329)  0.0634
C (0.1451, 1.3126, -0.2035)  -0.6149
C (-0.4094, 0.2582, 0.8987)  0.3601
C (1.1765, -0.7970, -0.4845)  -0.3166
C (1.0454, 0.6300, -0.9802)  -0.1340
C (0.3615, -1.1160, 0.4708)  -0.5266
H (-0.6610, 0.5902, 2.0312)  0.2911
H (1.2778, 1.2137, -1.9090)  0.3117
H (0.4061, -2.0127, 1.1588)  0.3318
H (1.5909, -1.5469, -1.2858)  0.2590
H (-0.3676, 2.1558, -0.4343)  0.4557



10.
This record from the Open Molecules 2025 dataset describes a single C6H5N molecule. The level of theory is wB97M-V/def2-TZVPD.

## Properties
energy relative to the best compared isomer or geometry (same formula, charge and spin)	164.2	kcal/mol
highest occupied orbital energy	-0.3239	Eh
2S+1	1

Each line ends with the Mulliken charge.
Atoms and positions in Å:
N (0.6584, 1.6491, -1.5534)  -0.1177
C (0.9267, 2.1718, -3.0865)  0.0103
C (0.4710, 1.1896, -0.4819)  1.0701
C (-0.6904, -1.6405, 1.5734)  -1.0033
C (0.1407, 0.6269, 0.6659)  -0.9837
C (1.0237, 2.5551, -4.2389)  -0.5848
C (-0.1275, -0.6995, 0.5587)  0.0106
H (-1.4733, -2.3170, 1.2323)  0.3223
H (-0.1694, -1.0693, -0.5402)  0.2602
H (0.1543, -2.3257, 1.7527)  0.2930
H (-1.1246, -1.2344, 2.5591)  0.2973
H (0.2104, 1.0938, 1.5589)  0.4256



11.
This record from the Open Molecules 2025 dataset describes a molecular structure, C6H5N2O5PmS. The level of theory is wB97M-V/def2-TZVPD.

## Properties
energy relative to the best compared isomer or geometry (same formula, charge and spin)	31.8	kcal/mol
highest occupied orbital energy (spin up / spin down)	-0.5555 / -0.5646	Eh
expectation value of S²	6.054
charge	+2
2S+1	5

Each line ends with the Mulliken charge.
Atoms and positions in Å:
Pm (-1.3411, 0.1972, -0.0849)  1.2869
S (-0.3606, 1.8099, 1.9139)  -0.3545
O (1.2465, 1.0436, -2.5680)  -0.1390
O (1.4892, -2.0676, -0.2142)  -0.1268
O (-3.0102, -2.9804, 0.2805)  -0.0612
O (-4.5813, -0.3980, -1.3985)  -0.0418
O (-0.3896, -2.1291, -2.8083)  -0.3082
N (2.1431, 1.8386, 0.9064)  -0.3487
N (1.8069, 0.5836, 2.7893)  -0.3659
C (-2.3304, -2.0551, 0.1684)  0.1969
C (-0.8502, -1.0920, -2.4396)  -0.1645
C (0.3973, 0.7670, -1.8265)  0.2308
C (1.3008, 1.4046, 1.8636)  0.5516
C (0.5486, -1.4040, -0.0996)  0.2480
C (-3.5196, -0.1162, -1.0352)  0.0992
H (1.7903, 2.5169, 0.2508)  0.2590
H (-1.4614, -0.3387, -3.0907)  0.3116
H (1.1899, 0.1865, 3.4903)  0.2460
H (3.1402, 1.9061, 1.1054)  0.2472
H (2.7915, 0.3270, 2.7970)  0.2334



12.
This record from the Open Molecules 2025 dataset describes a gas-phase ion, C6H5N3O4 (charge -2). The level of theory is wB97M-V/def2-TZVPD.

## Properties
highest occupied orbital energy (spin up / spin down)	0.0828 / 0.0044	Eh
expectation value of S²	2.012
charge	-2
2S+1	3

Each line ends with the Mulliken charge.
Atoms and positions in Å:
O (0.6437, -2.6041, 0.0055)  -0.7735
O (-2.8877, 2.8319, -0.8032)  -0.6485
O (-1.4340, 2.7707, 0.9446)  -0.6326
O (0.5585, -0.4513, -0.8283)  -0.3265
N (-2.9964, -3.2132, 0.6598)  -0.7815
N (-1.9494, -0.1320, 0.2987)  -0.4065
N (-1.6305, 0.7903, -0.5160)  -0.1433
C (1.9254, -0.2223, -0.6406)  -0.4284
C (-2.1726, -2.4289, 0.4482)  0.5240
C (-0.0254, -1.6094, -0.1962)  0.5724
C (-1.3557, -1.3688, 0.1310)  -0.0349
C (2.1099, 0.8610, 0.4212)  -1.0836
C (-2.0758, 2.3851, -0.0125)  0.5542
H (3.2844, 1.1803, 0.4761)  0.2743
H (1.6025, 1.7310, 0.1643)  0.3071
H (2.3575, 0.0725, -1.5327)  0.3216
H (2.3569, -1.1513, -0.3218)  0.3638
H (1.6886, 0.5585, 1.3018)  0.3420



13.
This record from the Open Molecules 2025 dataset describes a single C6H5NO2S molecule. The level of theory is wB97M-V/def2-TZVPD.

## Properties
energy relative to the best compared isomer or geometry (same formula, charge and spin)	65.5	kcal/mol
highest occupied orbital energy	-0.3012	Eh
structure (SMILES)	O=C=C1C=CS[C@@]12CN2O
2S+1	1

Each line ends with the Mulliken charge.
Atoms and positions in Å:
S (-0.3323, 1.2435, -1.5540)  -0.2272
O (-2.1067, -1.4044, 2.1587)  -0.3811
O (2.4288, -0.1804, 0.8249)  -0.4038
N (1.6643, 0.7255, 0.0402)  -0.3543
C (0.2198, 0.6794, 0.0370)  0.9159
C (0.8398, 1.6025, 0.9080)  -0.6620
C (-1.3813, -0.9111, 1.3957)  0.4707
C (-0.9964, -0.3517, -2.0116)  -0.4024
C (-0.6956, -0.4992, 0.3352)  -0.0182
C (-1.1012, -1.1446, -0.9343)  -0.7323
H (1.0225, 1.2387, 1.9009)  0.3733
H (-1.2428, -0.5391, -3.0601)  0.3951
H (0.8541, 2.6429, 0.6399)  0.2318
H (-1.3975, -2.1316, -0.9645)  0.4394
H (2.2244, -0.9703, 0.2840)  0.3552



14.
This record from the Open Molecules 2025 dataset describes a molecular structure, C6H5NO3. The level of theory is wB97M-V/def2-TZVPD.

## Properties
energy relative to the best compared isomer or geometry (same formula, charge and spin)	69.1	kcal/mol
highest occupied orbital energy	-0.3676	Eh
2S+1	1

Each line ends with the Mulliken charge.
Atoms and positions in Å:
O (1.2029, -1.5829, -2.4104)  -0.5400
O (2.1082, 1.1558, 2.4517)  -0.4940
O (-1.0768, -1.5917, -2.4090)  -0.3346
N (-0.0182, 1.0776, 3.1993)  -0.3635
C (0.9016, 1.1194, 2.2220)  -0.0214
C (0.1465, -1.0820, -2.1844)  0.5423
C (-1.7490, -0.4385, -1.8158)  -0.4767
C (0.4044, 0.8120, 0.8814)  0.6870
C (0.0431, 0.5635, -0.2463)  -0.3031
C (-0.3801, 0.2361, -1.5947)  -0.0656
H (-0.7781, 1.7453, 3.1876)  0.2257
H (-2.4077, 0.0456, -2.5423)  0.2630
H (-2.2858, -0.7299, -0.9074)  0.3122
H (0.1488, 0.4706, 4.0056)  0.2297
H (-0.1946, 1.0749, -2.2810)  0.3390



15.
This record from the Open Molecules 2025 dataset describes a single C6H5NS molecule. The level of theory is wB97M-V/def2-TZVPD.

## Properties
energy relative to the best compared isomer or geometry (same formula, charge and spin)	49.6	kcal/mol
highest occupied orbital energy	-0.3123	Eh
structure (SMILES)	[H]/N=C1\[C@H]2C(=S)C=C[C@@H]12
2S+1	1

Each line ends with the Mulliken charge.
Atoms and positions in Å:
S (-1.2500, -1.9435, 1.5789)  -0.3306
N (-1.6537, 1.4829, -0.7745)  -0.6126
C (0.6972, 0.9056, -0.1045)  -0.1113
C (-0.2095, -1.1097, 0.7227)  0.1266
C (0.6615, -1.4459, -0.4302)  -0.3288
C (-0.7359, 1.0636, -0.0412)  0.1877
C (1.1595, -0.2855, -0.8816)  -0.4164
C (0.0699, 0.3258, 1.0765)  -0.4663
H (1.5799, -0.0572, -1.8235)  0.4316
H (0.0856, 0.6712, 2.1131)  0.4319
H (-2.6293, 1.1290, -0.4988)  0.2859
H (0.8174, -2.4450, -0.8847)  0.3947
H (1.4074, 1.7087, -0.0524)  0.4074